A molecular structure, C20H42N3PtS5SbSi4. Source: the Open Molecules 2025 dataset; level of theory: wB97M-V/def2-TZVPD.

Structure (ORCA input):
```
! wB97M-V def2-TZVPD RIJCOSX def2/J DEFGRID3
* xyz -2 1
Pt 0.20200 0.14766 -0.24422
S 3.55147 -2.33337 2.67687
Sb 3.01126 -0.38783 1.56240
S 0.69192 0.06370 1.99738
S 2.48279 -0.75942 -0.73088
S 4.39287 1.38560 1.92432
S -1.58059 -2.32658 -0.02114
C -0.24694 -3.22231 -0.45886
N 0.81006 -3.37889 0.39159
C 1.93949 -4.05808 0.10122
C 2.06778 -4.72196 -1.08236
C 1.02807 -4.58191 -2.02282
C -0.08323 -3.84804 -1.72893
H 0.81918 -2.77912 1.22010
H 2.71148 -3.97522 0.85640
H 2.97887 -5.25425 -1.30842
H 1.11680 -5.05131 -2.99799
H -0.88837 -3.71342 -2.43873
C -1.26906 5.33960 -0.93422
Si -0.21848 3.75824 -0.91414
C 1.40935 4.19611 -0.08497
C 0.18937 3.39204 -2.72503
Si -1.23768 1.92302 0.11174
Si -1.73458 2.59045 2.30707
C -3.16222 3.84884 2.34286
C -0.28928 3.45813 3.14649
C -2.34881 1.18069 3.39864
Si -3.37100 1.60279 -0.81579
C -4.39733 0.47252 0.29561
C -4.45382 3.13189 -1.14077
C -3.31606 0.73205 -2.49669
H -0.73317 6.14078 -1.45246
H -1.47411 5.67919 0.08272
H -2.22632 5.18957 -1.43306
H 1.95971 4.92924 -0.68313
H 2.03908 3.31127 0.03973
H 1.25428 4.61745 0.90872
H 0.69261 4.25002 -3.18211
H -0.70704 3.16789 -3.30923
H 0.86101 2.53511 -2.77739
H -2.94575 4.73085 1.73719
H -3.34101 4.17916 3.37080
H -4.08611 3.40514 1.97000
H -0.18154 4.47524 2.76064
H 0.64418 2.92207 2.97692
H -0.45941 3.52514 4.22536
H -3.35794 0.88223 3.11044
H -2.37457 1.50768 4.44315
H -1.70013 0.30964 3.32741
H -4.67823 0.97865 1.22099
H -3.82203 -0.41632 0.56134
H -5.31403 0.15448 -0.21094
H -4.61621 3.72005 -0.23817
H -5.42921 2.82263 -1.52924
H -3.99061 3.78474 -1.88274
H -2.75110 -0.19736 -2.41815
H -2.83970 1.37520 -3.24196
H -4.33058 0.50460 -2.83899
N -0.07415 0.04910 -2.23532
C -0.04578 0.07799 -3.38321
N 0.15645 0.08414 -4.69920
C 1.09100 -0.93348 -5.19403
C 0.36225 -2.23365 -5.50931
C -0.80366 -1.98040 -6.46235
C -1.74765 -0.92060 -5.89779
C -0.98590 0.35851 -5.56807
H 1.86100 -1.07684 -4.43616
H 1.56478 -0.52666 -6.09402
H -0.00825 -2.65670 -4.57034
H 1.06546 -2.95425 -5.93410
H -1.34661 -2.90818 -6.65453
H -0.41157 -1.63571 -7.42787
H -2.21750 -1.28893 -4.98030
H -2.54995 -0.69698 -6.60626
H -1.62636 1.08397 -5.06859
H -0.59488 0.82134 -6.48038
*
```

Energy above the lowest of the compared OMol25 structures with the same formula, charge and spin in eV: 0.483
LUMO level in eV: 3.8
DFT total energy in a.u.: -4460.3022
HOMO-LUMO gap in eV: 5.15

A molecular structure, C20H42O19Zr at a distorted geometry. Source: the Open Molecules 2025 dataset; level of theory: wB97M-V/def2-TZVPD.

Structure (ORCA input):
```
! wB97M-V def2-TZVPD RIJCOSX def2/J DEFGRID3
* xyz 0 1
Zr -14.88325 -12.98558 -12.02240
C -13.76152 -9.66861 -11.39349
O -14.44358 -10.80183 -11.87785
H -14.45766 -8.84061 -11.25966
H -13.31677 -9.88513 -10.42219
H -13.00672 -9.36668 -12.11959
C -17.82433 -13.35901 -10.16892
O -16.65595 -12.83630 -10.70727
H -18.49038 -12.71938 -9.58982
H -18.46073 -13.72781 -10.97334
H -17.51009 -14.20607 -9.55913
C -11.46016 -13.93869 -12.59060
O -12.76071 -13.65613 -12.09466
H -11.49499 -14.70159 -13.36833
H -11.00105 -12.98334 -12.84482
H -10.80714 -14.21333 -11.76220
C -16.52502 -15.83488 -13.55086
O -15.85128 -14.67090 -13.14386
H -16.23293 -16.05708 -14.57721
H -16.27066 -16.75115 -13.01808
H -17.60727 -15.70527 -13.54359
C -14.54764 -18.47893 -15.72379
C -13.67741 -17.27830 -16.27308
C -12.96880 -16.45083 -15.20185
O -11.68004 -16.12453 -15.83590
C -11.43858 -16.96058 -16.76325
O -10.50616 -16.92341 -17.61519
O -12.50993 -17.85250 -16.87964
H -14.02965 -19.14255 -15.03141
H -15.08782 -19.01042 -16.50725
H -15.41589 -18.10252 -15.18288
H -14.22112 -16.60755 -16.93835
H -12.91684 -17.03153 -14.28088
H -13.61073 -15.60550 -14.95397
C -12.70456 -10.42674 -15.24432
O -13.17099 -11.54515 -15.96753
C -13.84291 -12.57802 -15.43279
O -14.25685 -12.65863 -14.29880
O -14.09300 -13.50807 -16.31438
C -13.80465 -13.46722 -17.67144
H -12.67278 -9.56898 -15.91613
H -11.71109 -10.64946 -14.85508
H -13.33943 -10.06345 -14.43619
H -12.94291 -12.85168 -17.92955
H -14.62849 -13.04858 -18.24947
H -13.58461 -14.48151 -18.00446
C -12.64423 -16.34999 -8.73400
O -13.79792 -17.09242 -8.87601
C -14.80206 -16.46632 -9.52319
O -14.82637 -15.37739 -10.13637
O -15.91082 -17.28879 -9.42819
C -17.24334 -17.05691 -9.77169
H -11.85036 -16.88551 -8.21335
H -12.85707 -15.45770 -8.14526
H -12.32830 -15.79818 -9.61932
H -17.89885 -17.85379 -9.42046
H -17.34609 -16.99992 -10.85534
H -17.81894 -16.18121 -9.47181
C -18.55221 -9.91225 -12.35332
O -18.85217 -10.82459 -13.44513
C -17.89570 -11.62684 -13.90970
O -16.80935 -11.85931 -13.38564
O -18.43736 -12.05298 -15.05088
C -17.64459 -12.83288 -15.90296
H -17.72433 -9.27817 -12.67058
H -18.26744 -10.32137 -11.38397
H -19.24315 -9.08212 -12.20640
H -17.73366 -12.58609 -16.96091
H -18.08280 -13.82788 -15.82521
H -16.60326 -13.04861 -15.66380
C -11.31791 -12.12925 -9.11537
O -12.32684 -12.48500 -8.17399
C -13.56397 -12.71057 -8.59647
O -13.93352 -12.86229 -9.77845
O -14.28641 -12.89023 -7.44924
C -15.67374 -13.08399 -7.53102
H -11.41989 -12.44652 -10.15318
H -10.38552 -12.62823 -8.85126
H -11.23255 -11.04288 -9.09065
H -15.95780 -14.09718 -7.81536
H -16.21869 -12.34013 -8.11223
H -16.22063 -12.89383 -6.60752
*
```

LUMO level in eV: 0.5
DFT total energy in a.u.: -2263.8345
HOMO-LUMO gap in eV: 8.74

A gas-phase ion, C20H42O2P (charge +1) at a distorted geometry. Source: the Open Molecules 2025 dataset; level of theory: wB97M-V/def2-TZVPD.

Structure (ORCA input):
```
! wB97M-V def2-TZVPD RIJCOSX def2/J DEFGRID3
* xyz 1 1
C 0.94227 -1.93030 2.15577
C 1.74176 -0.63337 1.90750
C 3.22160 -0.90438 1.65489
C 3.92506 0.17690 0.84677
C 3.36757 0.42636 -0.55782
C 3.06897 -0.80665 -1.40908
C 1.84789 -0.54916 -2.33151
C 0.55484 -1.12416 -1.72869
C -0.10026 -2.28241 -2.52765
C -1.58424 -1.96889 -2.81092
C -2.48220 -2.65277 -1.78127
C -3.86940 -2.02158 -1.71016
C -3.79673 -0.69758 -0.94892
C -3.38280 -0.90849 0.52411
C -1.97244 -0.36233 0.79768
C -1.72043 -0.12558 2.30493
P -2.11578 1.58251 2.70274
C -0.67588 2.65546 2.49458
C -0.52430 3.13396 1.04044
O 0.86870 3.19751 0.81028
C 1.18809 3.38201 -0.53868
C 1.89676 4.66677 -0.82608
O 0.90160 2.51920 -1.38110
H 0.20548 -1.80586 2.94629
H 0.43464 -2.27114 1.25975
H 1.61588 -2.70649 2.50410
H 1.64463 -0.02870 2.80656
H 1.27330 -0.10069 1.08148
H 3.35610 -1.87512 1.18548
H 3.72212 -0.96516 2.61871
H 3.84648 1.11400 1.39883
H 4.98722 -0.04759 0.80366
H 4.12247 0.99970 -1.09311
H 2.50497 1.08202 -0.49904
H 2.81708 -1.67233 -0.80526
H 3.91405 -1.08383 -2.03050
H 2.01402 -0.97268 -3.31557
H 1.74032 0.52323 -2.45369
H 0.75446 -1.47805 -0.72017
H -0.16570 -0.31365 -1.63579
H -0.09140 -3.16131 -1.89054
H 0.43715 -2.47149 -3.44644
H -1.84866 -2.29437 -3.81358
H -1.73894 -0.89469 -2.77389
H -2.00453 -2.60269 -0.80542
H -2.55366 -3.70199 -2.05383
H -4.55936 -2.69750 -1.20968
H -4.24072 -1.86254 -2.71883
H -3.06294 -0.07513 -1.45103
H -4.75704 -0.19401 -0.99734
H -3.35582 -1.97502 0.72672
H -4.11476 -0.46325 1.19565
H -1.24997 -1.08034 0.43031
H -1.84133 0.55962 0.23885
H -2.39681 -0.74179 2.89029
H -0.69870 -0.33707 2.60478
H -3.11127 2.04662 1.84144
H -2.59116 1.65829 4.01290
H 0.21500 2.08832 2.74334
H -0.78895 3.50172 3.16256
H -0.95418 4.12952 0.95239
H -0.97674 2.44554 0.33215
H 2.84140 4.71392 -0.29590
H 1.29178 5.51598 -0.52245
H 2.06347 4.72298 -1.89198
*
```

LUMO level in eV: -2.8
DFT total energy in a.u.: -1278.8028
HOMO-LUMO gap in eV: 9.65

A molecular structure, C20H43BiN2OP3 at a distorted geometry. Source: the Open Molecules 2025 dataset; level of theory: wB97M-V/def2-TZVPD.

Structure (ORCA input):
```
! wB97M-V def2-TZVPD RIJCOSX def2/J DEFGRID3
* xyz 3 1
Bi -0.34047 1.67451 -0.53141
P 0.04965 -1.55820 -1.79500
P 1.33870 2.13934 -2.68927
P -3.07214 0.34584 -1.10860
H -1.74362 1.61064 3.44935
C -2.41694 0.95104 3.99589
C -2.30981 -0.39745 3.62521
H -1.46147 -0.81430 3.11713
C 1.80229 -2.14556 -1.59822
C -0.28871 -2.05389 -3.55095
C -0.85523 -2.87066 -0.84344
C 1.72767 3.88886 -2.57047
C 2.93368 1.31051 -2.80195
C 0.60693 1.94802 -4.33562
C -3.85674 -0.52395 0.35561
C -3.57726 -0.77042 -2.52166
C -4.24956 1.77114 -1.32032
H -3.38923 1.40852 4.30953
H -3.09778 -1.06832 3.92056
H 1.83355 -2.95826 -0.85105
H 2.43049 -1.30567 -1.25024
H 2.17942 -2.50966 -2.57062
H 0.24577 -1.35353 -4.21649
H -1.37244 -1.99698 -3.74560
H 0.08314 -3.07988 -3.69619
H -0.75982 -2.65879 0.23449
H -0.39340 -3.84247 -1.07771
H -1.92264 -2.87623 -1.11765
H 2.01725 4.25156 -3.56527
H 2.56633 4.05598 -1.88332
H 0.87300 4.48137 -2.21962
H 3.43380 1.63242 -3.72715
H 2.83742 0.21803 -2.81813
H 3.56367 1.59423 -1.95002
H 1.30347 2.39362 -5.06274
H -0.35252 2.47821 -4.40408
H 0.44077 0.89397 -4.60039
H -4.93616 -0.26961 0.39265
H -3.36297 -0.18814 1.28555
H -3.70587 -1.61641 0.24675
H -4.66576 -0.66346 -2.71089
H -3.33185 -1.82608 -2.30500
H -3.02011 -0.45194 -3.42107
H -5.26678 1.46299 -1.00411
H -4.23455 2.07168 -2.38574
H -3.91516 2.62937 -0.70504
C -1.56249 3.77383 0.71953
C -0.63568 4.72403 0.14364
C -1.24072 5.94313 -0.25504
C -2.62211 6.15639 0.00135
C -3.33800 5.18919 0.66450
C -2.85380 4.04233 1.09169
O -1.74993 2.39115 0.74348
H 1.03642 2.12369 -0.32125
H 0.45577 4.62461 -0.07276
H -0.70718 6.73396 -0.79234
H -3.15509 7.05819 -0.30532
H -4.35726 5.32433 0.91306
H -3.29635 3.20990 1.62616
C 3.43449 -1.54822 2.06004
N 1.99869 -1.43819 2.33994
C 1.44655 -2.22850 3.45586
C 1.21387 -0.68139 1.59990
N 0.59407 -0.05405 0.81031
H 3.87351 -2.16823 2.84793
H 3.88871 -0.55320 2.06167
H 3.61095 -2.00368 1.07830
H 0.80939 -1.59286 4.09848
H 0.82384 -3.07202 3.09129
H 2.30684 -2.62080 4.02707
*
```

Energy above the lowest of the compared OMol25 structures with the same formula, charge and spin in eV: 7.296
LUMO level (alpha / beta) in eV: -12.7 / -12.7
DFT total energy in a.u.: -2209.9503
HOMO-LUMO gap (alpha / beta) in eV: 4.12 / 4.05

A molecular structure, C20H43CeCl2F3O2P2 at a distorted geometry. Source: the Open Molecules 2025 dataset; level of theory: wB97M-V/def2-TZVPD.

Structure (ORCA input):
```
! wB97M-V def2-TZVPD RIJCOSX def2/J DEFGRID3
* xyz 0 1
Ce -1.02483 -0.06181 0.88333
Cl -0.73682 1.04285 -1.67191
P -3.22831 -0.71948 -0.68067
C -3.40662 -1.65073 -2.24710
C -3.97463 -1.70699 0.83500
C -3.95774 0.98538 -0.83791
C -2.14279 -2.51305 -2.50335
H -3.43628 -0.89550 -3.05341
C -4.72623 -2.41871 -2.25846
H -4.72893 -3.21334 -1.50889
H -4.91827 -2.88520 -3.23188
H -5.57765 -1.76266 -2.05992
H -1.25950 -1.86992 -2.64635
H -2.26861 -3.12906 -3.40884
H -1.92934 -3.19008 -1.66444
H -3.48382 1.33824 -1.77395
C -3.54148 2.00228 0.26356
C -5.46897 0.87445 -1.05786
H -5.69819 0.43927 -2.03574
H -5.93822 1.86502 -1.03244
H -5.93885 0.26069 -0.28286
H -3.01733 1.57154 1.13921
H -4.42799 2.50854 0.66613
H -2.88098 2.77792 -0.15178
C -3.24882 -3.05246 0.97962
H -5.04023 -1.89017 0.61480
C -3.87298 -0.89771 2.14192
H -3.34155 -3.69062 0.09276
H -3.67558 -3.60721 1.82812
H -2.17484 -2.91923 1.19886
H -2.81919 -0.78290 2.50060
H -4.38745 -1.45113 2.94362
H -4.34979 0.09222 2.08614
Cl 0.23441 -2.03430 2.18009
H 0.08363 -0.97392 -0.31683
P 3.58342 0.39781 -0.45498
C 3.63695 2.00354 -1.28571
C 4.35418 0.27569 1.22832
C 3.71119 -1.01392 -1.56743
C 2.40166 2.89853 -0.96422
H 3.58247 1.75804 -2.36562
C 4.99646 2.65537 -1.00457
H 5.06897 2.99097 0.04017
H 5.11242 3.53473 -1.65155
H 5.82529 1.96678 -1.23476
H 1.49597 2.45868 -1.41573
H 2.54536 3.91438 -1.38054
H 2.20855 3.00537 0.11846
H 3.11945 -0.71194 -2.45575
C 3.08412 -2.35043 -1.06922
C 5.19076 -1.08118 -1.97605
H 5.46298 -0.21151 -2.59328
H 5.37145 -1.97228 -2.59011
H 5.85962 -1.12614 -1.10051
H 2.30601 -2.18693 -0.30629
H 3.84757 -3.04199 -0.67583
H 2.59882 -2.85792 -1.91826
C 3.69500 1.28184 2.20761
H 5.41294 0.55443 1.05660
C 4.25189 -1.13918 1.82861
H 3.60012 2.29867 1.80135
H 4.27454 1.35025 3.14642
H 2.68840 0.90376 2.45960
H 3.18488 -1.37077 1.98763
H 4.75255 -1.16528 2.80915
H 4.71355 -1.90593 1.19392
F -0.46638 4.01590 4.34115
C -0.50599 2.82118 3.71899
F 0.14906 1.89496 4.49581
F -1.82346 2.41752 3.65631
C 0.18925 2.83207 2.31508
O 1.08556 3.62851 2.08091
O -0.26079 1.83416 1.59521
*
```

LUMO level (alpha / beta) in eV: -1.3 / -1.3
DFT total energy in a.u.: -3316.1339
HOMO-LUMO gap (alpha / beta) in eV: 4.69 / 4.62

A molecular structure, C20H43N2NdP3Se at a distorted geometry. Source: the Open Molecules 2025 dataset; level of theory: wB97M-V/def2-TZVPD.

Structure (ORCA input):
```
! wB97M-V def2-TZVPD RIJCOSX def2/J DEFGRID3
* xyz 3 4
Nd 0.50160 0.90591 -0.82259
P -2.30741 1.38188 -1.27896
P -1.35354 -0.97521 2.12445
P -0.33228 -2.03985 -1.13297
H 3.71503 2.80375 -3.08215
C 3.00411 2.00806 -3.32692
C 2.25390 1.29932 -2.43662
H 2.67349 1.00785 -1.43400
C -2.43739 3.21103 -1.05897
C -3.89916 0.77451 -0.59362
C -2.50677 1.24268 -3.11265
C -0.53885 -2.01022 3.41155
C -1.85133 0.41200 3.22391
C -2.97668 -1.84046 2.02593
C 0.62731 -2.50922 -2.62993
C -2.04093 -2.43742 -1.67123
C -0.15108 -3.58134 -0.15191
H 2.94619 1.79043 -4.40963
H 1.43114 0.71348 -2.95288
H -1.42326 3.64601 -1.05289
H -2.91344 3.47687 -0.10173
H -3.01263 3.66224 -1.88039
H -3.88875 0.87308 0.50377
H -4.04161 -0.29193 -0.82783
H -4.77211 1.32850 -0.97856
H -1.51501 1.33674 -3.58920
H -3.15860 2.04368 -3.49339
H -2.92206 0.26744 -3.40255
H -1.27185 -2.32177 4.16830
H 0.25823 -1.43063 3.89432
H -0.09326 -2.89968 2.95043
H -2.46899 0.07592 4.06642
H -2.41901 1.14512 2.63573
H -0.94301 0.89039 3.61325
H -3.38625 -1.95288 3.03818
H -2.85642 -2.83452 1.57813
H -3.68138 -1.26358 1.41360
H 0.37541 -3.54859 -2.89466
H 1.70791 -2.42387 -2.44098
H 0.35012 -1.84966 -3.46431
H -2.00642 -3.42012 -2.16223
H -2.40511 -1.67424 -2.36975
H -2.70169 -2.48689 -0.79394
H -0.23552 -4.44482 -0.83213
H -0.91230 -3.65056 0.64132
H 0.83684 -3.59432 0.31735
C 3.83146 -1.49773 -0.12046
C 4.49840 -0.66243 -1.04462
C 5.20100 -1.25300 -2.09667
C 5.27116 -2.64658 -2.21224
C 4.68638 -3.45654 -1.24699
C 3.98915 -2.89266 -0.18289
Se 2.77929 -0.74411 1.37548
H 2.47450 -2.02723 2.12738
H 4.44710 0.44780 -0.99687
H 5.72566 -0.61676 -2.81733
H 5.76850 -3.09722 -3.07776
H 4.80156 -4.55180 -1.29359
H 3.54705 -3.51713 0.60105
C -1.72371 3.95900 3.17964
N -0.32615 3.96858 2.65147
C 0.69237 4.82656 3.29779
C 0.02491 3.25838 1.63053
N 0.43376 2.64903 0.69152
H -1.79605 4.76494 3.91278
H -1.95799 2.99655 3.66267
H -2.44107 4.14767 2.36233
H 1.33180 4.24228 3.97866
H 1.31758 5.29238 2.52470
H 0.16615 5.59494 3.86640
*
```

<S²>: 3.755
LUMO level (alpha / beta) in eV: -10.2 / -9.8
DFT total energy in a.u.: -4883.2641
HOMO-LUMO gap (alpha / beta) in eV: 6.07 / 6.45